Below is a molecular structure, C11H20ClGaIN2O2P at a distorted geometry, with properties calculated with ωB97M-V with the def2-TZVPD basis set.

Computed properties:
- Energy above the lowest of the compared OMol25 structures with the same formula, charge and spin: 2.000 eV
- Total charge: +2
- Total energy: -101078.2093 eV
- HOMO level (spin up / spin down): -15.6 / -15.6 eV
- 2S+1: 1
- HOMO-LUMO gap (spin up / spin down): 5.28 / 5.28 eV

Last column: Mulliken charge in e.
Geometry (Å):
C: -2.340 1.320 -3.343  -1.123
C: -2.059 -0.006 -2.618  0.387
H: -3.078 1.131 -4.157  0.372
H: -1.410 1.704 -3.772  0.326
H: -2.755 2.096 -2.687  0.353
O: -2.573 -1.007 -3.067  -0.276
I: -2.609 3.273 0.913  -0.099
Ga: -1.326 1.547 -0.338  0.364
P: 0.698 -1.132 -1.380  1.092
C: 0.833 -2.785 -0.658  -1.334
C: 0.679 -1.284 -3.156  -1.381
H: 2.158 0.790 -1.144  0.310
H: 3.000 -0.732 -1.630  0.491
H: 2.529 -0.504 0.090  0.247
C: 2.229 -0.295 -0.951  -1.041
H: 0.674 -0.277 -3.608  0.350
H: 1.601 -1.815 -3.436  0.530
H: 1.341 -3.436 -1.398  0.455
H: -0.171 -3.184 -0.409  0.406
H: -0.206 -1.850 -3.495  0.407
H: 1.448 -2.717 0.261  0.449
C: -1.043 -0.432 -1.041  0.820
O: -1.708 -1.274 -0.372  -0.420
Cl: 0.286 2.500 -1.541  -0.276
C: 2.680 0.728 3.316  -1.169
C: 1.283 0.733 2.895  0.585
C: 0.119 0.273 3.495  -1.034
C: -0.938 0.438 2.617  0.778
N: -0.419 0.900 1.451  -0.098
N: 0.906 1.077 1.653  0.105
C: -2.363 0.196 2.856  -1.227
H: 3.043 1.754 3.489  0.327
H: 2.797 0.191 4.267  0.362
H: 3.350 0.256 2.580  0.294
H: 0.030 -0.089 4.527  0.395
H: 1.488 1.557 0.948  0.409
H: -2.461 -0.128 3.907  0.339
H: -2.979 1.104 2.722  0.266
H: -2.736 -0.615 2.210  0.260

***

Below is a molecular structure, C28H20BrHgIPSbSe4 at a distorted geometry, with properties calculated with ωB97M-V with the def2-TZVPD basis set.

Computed properties:
- Energy above the lowest of the compared OMol25 structures with the same formula, charge and spin: 0.264 eV
- Total charge: -1
- Total energy: -388893.2113 eV
- HOMO level (spin up / spin down): -5.2 / -5.1 eV
- 2S+1: 2
- HOMO-LUMO gap (spin up / spin down): 7.20 / 6.10 eV

Last column: Mulliken charge in e.
Geometry (Å):
Hg: 0.639 -0.398 1.913  0.255
C: 4.387 1.577 -4.558  -0.482
C: 3.031 1.731 -4.662  -0.592
C: 2.177 1.367 -3.645  0.011
C: 2.641 0.820 -2.449  -0.151
C: 4.027 0.752 -2.297  -0.432
C: 4.903 1.077 -3.380  -0.608
P: 1.577 0.215 -1.054  0.178
C: 0.000 1.006 -1.451  0.697
C: -0.492 2.004 -0.617  -0.604
C: -1.845 2.358 -0.665  -0.484
C: -2.664 1.740 -1.570  -0.388
C: -2.149 0.823 -2.512  -0.833
C: -0.827 0.495 -2.478  -0.153
C: 1.226 -1.572 -1.562  1.287
C: 1.519 -2.034 -2.813  -0.031
C: 1.041 -3.268 -3.284  -0.933
C: 0.316 -4.047 -2.485  -0.908
C: 0.098 -3.705 -1.124  0.992
C: -0.513 -4.680 -0.315  -0.875
C: -0.595 -4.393 1.029  -0.780
C: -0.115 -3.207 1.580  -0.024
C: 0.387 -2.174 0.797  -0.419
C: 0.540 -2.436 -0.621  0.128
H: 4.958 2.034 -5.327  0.374
H: 2.678 2.232 -5.550  0.376
H: 1.100 1.498 -3.809  0.268
H: 4.481 0.405 -1.411  0.482
H: 5.986 0.960 -3.198  0.337
H: 0.073 2.452 0.199  0.550
H: -2.235 3.037 0.073  0.419
H: -3.751 1.942 -1.467  0.277
H: -2.811 0.305 -3.176  0.410
H: -0.478 -0.366 -3.061  0.314
H: 2.068 -1.403 -3.469  0.408
H: 1.258 -3.582 -4.273  0.450
H: -0.090 -4.962 -2.876  0.327
H: -0.829 -5.573 -0.787  0.417
H: -0.866 -5.186 1.740  0.324
H: -0.149 -3.049 2.635  -0.167
Se: 3.430 -0.551 3.967  -0.379
Sb: 1.428 0.393 5.153  0.698
Se: 1.524 1.344 7.323  -0.655
Se: 0.491 -1.728 4.818  -0.524
Se: 0.421 1.731 3.237  -0.494
Br: -4.803 3.246 1.459  -0.187
C: -3.740 2.500 2.905  0.598
C: -3.207 3.405 3.800  -0.495
C: -2.619 2.947 4.982  -0.308
C: -2.429 1.603 5.222  -1.058
C: -2.906 0.702 4.247  0.031
C: -3.636 1.100 3.121  -0.402
I: -4.317 -0.415 1.898  0.144
H: -3.400 4.457 3.633  0.416
H: -2.285 3.617 5.786  0.325
H: -1.941 1.230 6.071  0.612
H: -2.713 -0.379 4.356  0.260

***

Below is 11 unconnected molecules or ions with the total composition C36H98N4O15 at a distorted geometry, with properties calculated with ωB97M-V with the def2-TZVPD basis set.

Computed properties:
- Energy above the lowest of the compared OMol25 structures with the same formula, charge and spin: 6.042 eV
- Total energy: -75584.1737 eV
- HOMO level: -8.4 eV
- 2S+1: 1
- HOMO-LUMO gap: 9.08 eV
- Structure (SMILES): COCCNCCOC.COCCNCCOC.COCCNCCOC.COCCNCCOC.CCO.CCO.CCO.CCO.CCO.CO.CO

Last column: Mulliken charge in e.
Geometry (Å):
C: 0.720 7.191 -4.386  -0.846
O: 1.173 6.460 -3.241  -0.300
C: 0.733 6.911 -1.959  -0.595
C: 1.569 6.097 -0.964  -0.667
N: 1.603 4.642 -1.313  -0.142
C: 2.606 4.083 -0.355  -0.822
C: 3.123 2.715 -0.700  -0.243
O: 4.229 2.860 -1.643  -0.404
C: 4.869 1.750 -1.966  -0.664
H: -0.346 7.355 -4.435  0.329
H: 1.029 6.635 -5.266  0.257
H: 1.191 8.234 -4.364  0.273
H: -0.359 6.631 -1.849  0.172
H: 0.958 7.935 -1.715  0.515
H: 1.143 6.061 0.013  0.338
H: 2.565 6.439 -1.123  0.467
H: 2.085 4.608 -2.242  0.042
H: 2.053 4.048 0.614  0.274
H: 3.539 4.714 -0.340  0.496
H: 2.333 2.066 -1.130  0.043
H: 3.603 2.262 0.197  0.539
H: 5.037 1.064 -1.127  0.281
H: 5.814 2.080 -2.434  0.265
H: 4.371 1.106 -2.655  0.209
C: 2.587 -7.602 -0.211  -0.735
O: 2.013 -7.526 1.100  -0.249
C: 2.959 -7.271 2.113  -0.423
C: 2.189 -6.758 3.296  -1.016
N: 1.503 -5.513 2.928  0.019
C: 0.568 -5.160 4.066  -1.192
C: 0.003 -3.801 3.858  -0.070
O: -0.892 -3.749 2.805  -0.035
C: -1.858 -2.732 2.975  -1.569
H: 2.697 -6.580 -0.610  0.181
H: 1.877 -8.145 -0.815  0.240
H: 3.564 -8.075 -0.238  0.412
H: 3.727 -6.473 1.760  0.305
H: 3.482 -8.200 2.428  0.388
H: 2.784 -6.462 4.127  0.463
H: 1.549 -7.501 3.660  0.532
H: 0.922 -5.647 2.085  -0.167
H: 1.134 -5.058 4.977  0.559
H: -0.193 -5.944 4.193  0.283
H: 0.850 -3.036 3.779  -0.016
H: -0.476 -3.566 4.862  0.434
H: -2.607 -2.907 2.332  0.562
H: -1.455 -1.712 2.883  0.495
H: -2.313 -2.878 3.968  0.575
C: 1.910 -4.525 -5.529  -0.727
O: 1.068 -4.683 -4.383  -0.335
C: 1.500 -4.119 -3.199  -0.943
C: 0.346 -3.332 -2.507  0.251
N: -0.717 -4.177 -2.011  0.167
C: -0.525 -4.517 -0.591  0.385
C: -1.494 -5.616 -0.282  -0.818
O: -1.097 -6.704 -1.188  -0.342
C: -1.551 -7.902 -0.520  -0.842
H: 1.280 -4.984 -6.335  0.234
H: 2.854 -5.071 -5.347  0.293
H: 2.050 -3.455 -5.758  0.282
H: 2.363 -3.503 -3.351  0.720
H: 1.839 -4.916 -2.508  -0.024
H: -0.055 -2.710 -3.314  0.371
H: 0.781 -2.694 -1.749  0.001
H: -0.889 -5.018 -2.541  0.160
H: -0.674 -3.641 0.109  -0.275
H: 0.459 -4.811 -0.236  -0.381
H: -2.557 -5.363 -0.471  0.384
H: -1.399 -5.931 0.755  0.467
H: -1.151 -7.966 0.515  0.261
H: -1.201 -8.800 -1.071  0.272
H: -2.606 -7.998 -0.450  0.378
C: 1.648 5.460 4.714  -0.717
O: 1.041 6.318 3.767  -0.367
C: 0.113 7.291 4.336  -0.697
C: -1.138 6.580 4.700  -0.577
N: -1.953 6.086 3.611  -0.328
C: -1.408 4.847 2.893  -0.038
C: -1.970 4.485 1.491  -0.223
O: -3.082 3.637 1.611  -0.340
C: -3.740 3.469 0.381  -0.920
H: 2.643 5.135 4.464  0.244
H: 0.986 4.570 4.761  0.264
H: 1.784 5.906 5.724  0.313
H: -0.004 8.040 3.586  0.335
H: 0.619 7.581 5.196  0.400
H: -1.841 7.163 5.310  0.476
H: -0.802 5.851 5.403  0.309
H: -2.953 6.090 3.925  0.292
H: -1.537 3.951 3.484  0.299
H: -0.359 5.192 2.758  -0.044
H: -1.266 3.981 0.889  -0.020
H: -2.193 5.455 1.014  0.321
H: -3.008 2.926 -0.310  0.084
H: -3.987 4.429 -0.075  0.414
H: -4.692 2.948 0.628  0.363
C: 3.614 -1.844 1.558  -1.135
C: 2.932 -2.984 0.807  0.502
O: 3.355 -4.220 1.182  -0.546
H: 3.324 -0.814 1.241  0.100
H: 4.683 -1.943 1.454  0.380
H: 3.386 -1.958 2.642  0.271
H: 3.129 -2.876 -0.302  0.169
H: 1.835 -2.848 0.824  -0.197
H: 2.778 -4.533 1.963  0.502
C: -4.565 -1.349 -3.136  -0.949
C: -3.652 -2.487 -3.386  -0.079
O: -2.331 -2.166 -3.041  -0.459
H: -4.014 -0.501 -3.547  0.159
H: -4.730 -1.020 -2.063  0.172
H: -5.498 -1.332 -3.679  0.398
H: -3.701 -2.681 -4.501  0.210
H: -3.967 -3.351 -2.762  0.225
H: -1.786 -2.918 -2.763  0.407
C: -2.580 3.036 -2.868  -1.371
C: -1.564 3.868 -2.179  0.518
O: -0.707 2.944 -1.468  0.447
H: -3.059 2.367 -2.146  0.259
H: -2.068 2.407 -3.590  0.398
H: -3.378 3.637 -3.411  0.325
H: -2.056 4.611 -1.499  -0.042
H: -0.934 4.444 -2.875  0.185
H: 0.162 3.449 -1.416  -0.231
C: 1.325 1.126 -4.003  -0.378
C: 1.837 2.266 -4.746  -0.147
O: 2.634 1.782 -5.796  -0.557
H: 0.757 1.392 -3.101  -0.084
H: 2.117 0.418 -3.669  0.169
H: 0.593 0.507 -4.619  0.319
H: 2.442 2.984 -4.130  0.062
H: 1.051 2.957 -5.129  0.301
H: 3.014 2.486 -6.280  0.305
C: -4.626 -0.040 3.698  -0.947
C: -4.883 0.654 2.357  0.445
O: -5.621 1.853 2.554  -0.573
H: -4.157 0.675 4.280  0.380
H: -4.161 -1.060 3.529  0.078
H: -5.577 -0.288 4.186  0.330
H: -5.494 0.052 1.672  0.304
H: -4.044 0.893 1.736  -0.328
H: -5.092 2.506 3.033  0.333
C: 0.667 0.626 2.632  -0.413
O: -0.636 1.119 2.735  -0.563
H: 1.375 1.432 2.969  0.343
H: 0.746 -0.210 3.383  0.211
H: 0.990 0.252 1.646  0.019
H: -1.043 1.234 1.857  0.185
C: -1.054 -0.512 -0.240  -0.645
O: -0.963 0.886 -0.057  0.558
H: -0.251 -1.085 0.262  -0.225
H: -1.982 -0.992 0.127  0.051
H: -1.102 -0.860 -1.288  0.332
H: -1.166 1.399 -0.876  -0.061

***

What did the first record say?
Below is a molecular structure, C11H20ClGaIN2O2P at a distorted geometry, with properties calculated with ωB97M-V with the def2-TZVPD basis set.

Computed properties:
- Energy above the lowest of the compared OMol25 structures with the same formula, charge and spin: 2.000 eV
- Total charge: +2
- Total energy: -101078.2093 eV
- HOMO level (spin up / spin down): -15.6 / -15.6 eV
- 2S+1: 1
- HOMO-LUMO gap (spin up / spin down): 5.28 / 5.28 eV

Last column: Mulliken charge in e.
Geometry (Å):
C: -2.340 1.320 -3.343  -1.123
C: -2.059 -0.006 -2.618  0.387
H: -3.078 1.131 -4.157  0.372
H: -1.410 1.704 -3.772  0.326
H: -2.755 2.096 -2.687  0.353
O: -2.573 -1.007 -3.067  -0.276
I: -2.609 3.273 0.913  -0.099
Ga: -1.326 1.547 -0.338  0.364
P: 0.698 -1.132 -1.380  1.092
C: 0.833 -2.785 -0.658  -1.334
C: 0.679 -1.284 -3.156  -1.381
H: 2.158 0.790 -1.144  0.310
H: 3.000 -0.732 -1.630  0.491
H: 2.529 -0.504 0.090  0.247
C: 2.229 -0.295 -0.951  -1.041
H: 0.674 -0.277 -3.608  0.350
H: 1.601 -1.815 -3.436  0.530
H: 1.341 -3.436 -1.398  0.455
H: -0.171 -3.184 -0.409  0.406
H: -0.206 -1.850 -3.495  0.407
H: 1.448 -2.717 0.261  0.449
C: -1.043 -0.432 -1.041  0.820
O: -1.708 -1.274 -0.372  -0.420
Cl: 0.286 2.500 -1.541  -0.276
C: 2.680 0.728 3.316  -1.169
C: 1.283 0.733 2.895  0.585
C: 0.119 0.273 3.495  -1.034
C: -0.938 0.438 2.617  0.778
N: -0.419 0.900 1.451  -0.098
N: 0.906 1.077 1.653  0.105
C: -2.363 0.196 2.856  -1.227
H: 3.043 1.754 3.489  0.327
H: 2.797 0.191 4.267  0.362
H: 3.350 0.256 2.580  0.294
H: 0.030 -0.089 4.527  0.395
H: 1.488 1.557 0.948  0.409
H: -2.461 -0.128 3.907  0.339
H: -2.979 1.104 2.722  0.266
H: -2.736 -0.615 2.210  0.260

***

Among the records above, which one has the lowest energy above the lowest of the compared OMol25 structures with the same formula, charge and spin?
C28H20BrHgIPSbSe4

***

Which of these has the highest total energy?
C36H98N4O15

***

What is the total energy in the first record?
-101078.2093 eV